(1)
Density functional theory data (ωB97M-V/def2-TZVPD) for one molecule with the formula C3H5N3.

Calculated values
Relative energy (zero: lowest compared OMol25 entry of this formula, charge and spin)   106.54 kcal/mol
HOMO-LUMO gap (alpha / beta)   0.295 / 0.295 Eh
HOMO energy (alpha / beta)   -0.3405 / -0.3405 hartree

XYZ file:
```
11
C3H5N3 | the Open Molecules 2025 dataset | ωB97M-V/def2-TZVPD
N -1.530 -1.301 0.854
C -0.530 -0.610 0.238
C 0.133 -0.990 -0.981
N 0.887 2.063 -0.790
C 1.029 1.111 0.039
N -0.063 0.503 0.686
H -1.699 -1.028 1.813
H -1.602 -2.289 0.666
H -0.432 -0.588 -1.841
H 1.808 2.397 -1.074
H 2.000 0.732 0.389
```

(2)
Density functional theory data (ωB97M-V/def2-TZVPD) for one molecule with the formula C3H5N3.

Calculated values
SMILES   CN/N=C\C#N
Relative energy (zero: lowest compared OMol25 entry of this formula, charge and spin)   74.73 kcal/mol
HOMO-LUMO gap   0.333 Eh
HOMO energy   -0.3285 hartree

XYZ file:
```
11
C3H5N3 | the Open Molecules 2025 dataset | ωB97M-V/def2-TZVPD
C -1.337 0.194 1.897
C 0.327 -0.933 -0.857
C 1.228 0.318 -1.022
H -1.045 1.169 2.247
H -2.528 0.297 1.878
H -1.319 -0.645 2.554
H -0.066 0.864 0.355
H 0.517 -1.652 -1.730
N -0.658 0.134 0.690
N -0.662 -1.054 -0.034
N 1.768 1.275 -1.429
```